No. 1
{
  "formula": "C17H37ClN3O4S",
  "method": "the ωB97M-V functional and the def2-TZVPD basis",
  "charge": 1,
  "orbital_gap_ev": 7.4,
  "total_energy_ha": -1993.1858,
  "e_homo_ev": -11.2,
  "elements": ["C", "C", "C", "Cl", "N", "S", "C", "N", "C", "C", "O", "N", "C", "C", "C", "O", "H", "H", "H", "H", "H", "H", "H", "H", "H", "H", "H", "H", "H", "H", "H", "H", "H", "H", "H", "H", "H", "C", "C", "C", "O", "C", "H", "H", "H", "H", "H", "H", "H", "H", "C", "C", "C", "O", "C", "H", "H", "H", "H", "H", "H", "H", "H"],
  "coordinates": [[1.31488, 0.28796, 0.99021], [-0.01718, 0.16581, 0.15657], [-1.31507, 0.64168, 0.96242], [-0.90840, 1.35953, 2.60348], [-2.37896, -0.38876, 1.04116], [-3.82675, -0.08850, 0.09359], [-2.29780, -1.48268, 1.76529], [-3.44085, -2.34595, 1.75915], [-4.44828, -1.93251, 2.79694], [-5.85799, -2.40978, 2.23732], [-5.77211, -3.81511, 1.90477], [-1.09583, -1.77487, 2.52136], [-0.56752, -3.12996, 2.17525], [1.01308, -3.21467, 2.13880], [1.56052, -3.04106, 0.65663], [1.64101, -2.36052, 3.09887], [2.12389, -0.21131, 0.40031], [1.28213, -0.21298, 1.98788], [1.59830, 1.36956, 1.11034], [0.11149, 0.85342, -0.72665], [-0.16036, -0.85545, -0.29796], [-1.72073, 1.51030, 0.38046], [-3.27686, 0.27210, -1.12921], [-3.17592, -3.30232, 1.99978], [-4.48869, -0.80463, 2.76557], [-4.23373, -2.32019, 3.82285], [-6.15553, -1.83939, 1.31932], [-6.68614, -2.24859, 2.98133], [-5.51254, -4.23634, 2.73822], [-1.38983, -1.83668, 3.50363], [-0.95826, -3.48910, 1.18711], [-0.90129, -3.88886, 2.94428], [1.26297, -4.27804, 2.42752], [0.72757, -2.74862, -0.04509], [1.90441, -4.04850, 0.28378], [2.41829, -2.33282, 0.58226], [2.37858, -2.88194, 3.44576], [1.37220, -0.86653, -4.79238], [2.65856, -0.06546, -4.73043], [2.38514, 0.88137, -3.57658], [1.50426, 0.18975, -2.67535], [1.00640, -0.98809, -3.32449], [1.47949, -1.83324, -5.28458], [0.60463, -0.29575, -5.32332], [3.49487, -0.72563, -4.48253], [2.89821, 0.45378, -5.65802], [1.87446, 1.78761, -3.91745], [3.29394, 1.17343, -3.04807], [1.49227, -1.85658, -2.86482], [-0.07203, -1.06743, -3.16480], [1.41560, 5.76246, -0.37470], [1.82381, 4.62183, 0.53763], [2.47278, 3.65690, -0.43859], [3.04495, 4.44889, -1.48395], [2.56252, 5.79465, -1.36819], [1.27501, 6.71123, 0.14334], [0.48228, 5.51178, -0.88857], [2.56295, 4.97303, 1.26337], [0.99174, 4.17759, 1.08680], [1.73002, 2.98801, -0.89133], [3.25061, 3.04802, 0.02747], [3.38608, 6.41720, -1.00355], [2.25873, 6.16093, -2.35016]]
}

***

No. 2
{
  "formula": "C17H37N7OSn",
  "method": "the ωB97M-V functional and the def2-TZVPD basis",
  "charge": 4,
  "orbital_gap_ev": [4.0, 3.9],
  "total_energy_ha": -1341.1892,
  "e_homo_ev": [-19.1, -19.1],
  "elements": ["Sn", "C", "C", "N", "C", "C", "N", "C", "C", "N", "H", "H", "H", "H", "H", "H", "H", "H", "H", "H", "H", "H", "H", "H", "H", "N", "C", "N", "C", "C", "C", "C", "C", "H", "H", "H", "H", "H", "H", "H", "H", "H", "H", "C", "N", "C", "C", "O", "N", "C", "C", "H", "H", "H", "H", "H", "H", "H", "H", "H", "H", "H", "H"],
  "coordinates": [[0.48129, -0.92341, 0.19808], [2.81231, -2.63860, 3.13665], [1.25200, -2.75062, 3.12500], [0.68708, -3.06924, 1.78704], [1.24022, -4.30525, 1.15658], [1.52009, -4.14018, -0.34472], [2.06484, -2.79767, -0.68442], [3.53238, -2.61620, -0.50300], [4.06322, -2.76403, 0.95143], [3.34841, -2.01195, 1.95363], [3.08179, -2.05553, 4.01971], [3.25124, -3.63178, 3.23049], [1.00413, -3.50756, 3.87147], [0.81963, -1.80573, 3.45334], [-0.31277, -3.19747, 1.92379], [2.14782, -4.58817, 1.68191], [0.54687, -5.13736, 1.27789], [2.19046, -4.93864, -0.67275], [0.58511, -4.24408, -0.89726], [1.94533, -2.69027, -1.69130], [4.08625, -3.35485, -1.08686], [3.78843, -1.62769, -0.88493], [4.07682, -3.81367, 1.23425], [5.09981, -2.40178, 0.93101], [3.69276, -1.05664, 2.08719], [0.46827, 1.48116, 0.54483], [0.53018, 2.61978, 0.83978], [0.59488, 3.84718, 1.17788], [1.84541, 4.64700, 1.03792], [1.59883, 5.82636, 0.10642], [0.38400, 6.63970, 0.54990], [-0.86355, 5.77119, 0.69978], [-0.60154, 4.60362, 1.64077], [2.64624, 4.00708, 0.67240], [2.11339, 5.00981, 2.03170], [1.44724, 5.44257, -0.90679], [2.49989, 6.43916, 0.09732], [0.19609, 7.43327, -0.17216], [0.59458, 7.17016, 1.48314], [-1.16742, 5.37698, -0.27487], [-1.69740, 6.34616, 1.10187], [-1.45668, 3.93354, 1.70429], [-0.38284, 4.98340, 2.64040], [-1.12101, 0.09428, -3.34480], [-2.48065, -0.25089, -2.93589], [-3.55091, 0.14668, -3.85583], [-2.60052, -0.85843, -1.72133], [-1.58568, -1.00385, -0.98844], [-3.82779, -1.29806, -1.28133], [-3.90074, -1.77708, 0.09454], [-5.04318, -1.49513, -2.07264], [-1.13786, 0.48893, -4.35437], [-0.48908, -0.79306, -3.30601], [-0.71349, 0.84663, -2.66337], [-3.17758, 0.95052, -4.48335], [-4.43179, 0.49573, -3.32714], [-3.82305, -0.68732, -4.51193], [-3.27831, -1.16602, 0.74089], [-3.55337, -2.81522, 0.13179], [-4.93507, -1.74056, 0.42563], [-4.81970, -1.86419, -3.07089], [-5.61680, -0.56474, -2.14850], [-5.66850, -2.21799, -1.55583]]
}

***

No. 3
{
  "formula": "C17H38AlO7S5",
  "method": "the ωB97M-V functional and the def2-TZVPD basis",
  "charge": -1,
  "orbital_gap_ev": 5.9,
  "total_energy_ha": -3430.1443,
  "e_homo_ev": -4.3,
  "elements": ["O", "C", "O", "Al", "C", "C", "C", "C", "C", "C", "H", "H", "H", "H", "H", "H", "H", "H", "C", "S", "O", "C", "H", "H", "H", "H", "H", "H", "C", "S", "O", "C", "H", "H", "H", "H", "H", "H", "C", "S", "O", "C", "H", "H", "H", "H", "H", "H", "C", "S", "O", "C", "H", "H", "H", "H", "H", "H", "C", "S", "O", "C", "H", "H", "H", "H", "H", "H"],
  "coordinates": [[3.42963, -0.29871, 1.01445], [3.03167, -1.04568, 2.04691], [2.57686, -0.50560, 3.36604], [1.62129, -1.81838, 4.31996], [3.09027, -2.67978, 1.91084], [4.48554, -3.40215, 2.48379], [4.58612, -5.03644, 2.39860], [3.32072, -5.89219, 1.75826], [1.92960, -5.22300, 1.17890], [1.83818, -3.56694, 1.24606], [2.44589, -3.16776, 4.58073], [0.34558, -2.24749, 3.43028], [1.07442, -1.35283, 5.73373], [5.34604, -2.75186, 2.95982], [5.57803, -5.54158, 2.81769], [3.39247, -7.08081, 1.71546], [1.01858, -5.82222, 0.73013], [0.91599, -2.93343, 0.88126], [6.54905, 2.91940, -1.74870], [6.40623, 1.23329, -1.11100], [7.30202, 0.36028, -1.93832], [4.70988, 0.96319, -1.67772], [7.55707, 3.28557, -1.53935], [6.37874, 2.92648, -2.82772], [5.82067, 3.56201, -1.24913], [4.65304, 1.09157, -2.76125], [4.04157, 1.67016, -1.18021], [4.41474, -0.05625, -1.41815], [2.98473, 1.09965, 9.05640], [1.76690, -0.23357, 9.15352], [1.50006, -0.70413, 7.75480], [0.37984, 0.81716, 9.64725], [3.93607, 0.67736, 8.72378], [2.65477, 1.85570, 8.34027], [3.11468, 1.54859, 10.04363], [0.21103, 1.59109, 8.89473], [0.59527, 1.27545, 10.61551], [-0.51419, 0.19504, 9.73336], [-0.06352, -1.43547, -1.45447], [-1.46029, -1.64236, -0.32476], [-2.10492, -2.95918, -0.64019], [-2.48622, -0.34563, -1.05805], [0.69747, -2.17907, -1.20554], [-0.39158, -1.58524, -2.48563], [0.35745, -0.43460, -1.33573], [-2.66429, -0.56249, -2.11398], [-1.98563, 0.61986, -0.95217], [-3.44143, -0.31689, -0.52845], [-6.77678, 1.65770, -4.14394], [-6.85167, 1.33903, -2.36550], [-5.55929, 1.80955, -1.76767], [-6.76590, -0.46304, -2.49569], [-6.77926, 2.73871, -4.30339], [-5.86106, 1.23285, -4.56145], [-7.65055, 1.21907, -4.63096], [-5.85094, -0.75695, -3.01550], [-7.64041, -0.83224, -3.03688], [-6.76078, -0.88461, -1.48773], [-3.15417, 3.45562, -7.76227], [-4.55093, 3.24873, -6.63255], [-5.19556, 1.93192, -6.94799], [-5.57686, 4.54546, -7.36585], [-2.39317, 2.71202, -7.51334], [-3.48223, 3.30585, -8.79343], [-2.73320, 4.45649, -7.64352], [-5.75494, 4.32860, -8.42178], [-5.07628, 5.51095, -7.25997], [-6.53208, 4.57421, -6.83625]]
}

***

Repeat the first record exactly.
{
  "formula": "C17H37ClN3O4S",
  "method": "the ωB97M-V functional and the def2-TZVPD basis",
  "charge": 1,
  "orbital_gap_ev": 7.4,
  "total_energy_ha": -1993.1858,
  "e_homo_ev": -11.2,
  "elements": ["C", "C", "C", "Cl", "N", "S", "C", "N", "C", "C", "O", "N", "C", "C", "C", "O", "H", "H", "H", "H", "H", "H", "H", "H", "H", "H", "H", "H", "H", "H", "H", "H", "H", "H", "H", "H", "H", "C", "C", "C", "O", "C", "H", "H", "H", "H", "H", "H", "H", "H", "C", "C", "C", "O", "C", "H", "H", "H", "H", "H", "H", "H", "H"],
  "coordinates": [[1.31488, 0.28796, 0.99021], [-0.01718, 0.16581, 0.15657], [-1.31507, 0.64168, 0.96242], [-0.90840, 1.35953, 2.60348], [-2.37896, -0.38876, 1.04116], [-3.82675, -0.08850, 0.09359], [-2.29780, -1.48268, 1.76529], [-3.44085, -2.34595, 1.75915], [-4.44828, -1.93251, 2.79694], [-5.85799, -2.40978, 2.23732], [-5.77211, -3.81511, 1.90477], [-1.09583, -1.77487, 2.52136], [-0.56752, -3.12996, 2.17525], [1.01308, -3.21467, 2.13880], [1.56052, -3.04106, 0.65663], [1.64101, -2.36052, 3.09887], [2.12389, -0.21131, 0.40031], [1.28213, -0.21298, 1.98788], [1.59830, 1.36956, 1.11034], [0.11149, 0.85342, -0.72665], [-0.16036, -0.85545, -0.29796], [-1.72073, 1.51030, 0.38046], [-3.27686, 0.27210, -1.12921], [-3.17592, -3.30232, 1.99978], [-4.48869, -0.80463, 2.76557], [-4.23373, -2.32019, 3.82285], [-6.15553, -1.83939, 1.31932], [-6.68614, -2.24859, 2.98133], [-5.51254, -4.23634, 2.73822], [-1.38983, -1.83668, 3.50363], [-0.95826, -3.48910, 1.18711], [-0.90129, -3.88886, 2.94428], [1.26297, -4.27804, 2.42752], [0.72757, -2.74862, -0.04509], [1.90441, -4.04850, 0.28378], [2.41829, -2.33282, 0.58226], [2.37858, -2.88194, 3.44576], [1.37220, -0.86653, -4.79238], [2.65856, -0.06546, -4.73043], [2.38514, 0.88137, -3.57658], [1.50426, 0.18975, -2.67535], [1.00640, -0.98809, -3.32449], [1.47949, -1.83324, -5.28458], [0.60463, -0.29575, -5.32332], [3.49487, -0.72563, -4.48253], [2.89821, 0.45378, -5.65802], [1.87446, 1.78761, -3.91745], [3.29394, 1.17343, -3.04807], [1.49227, -1.85658, -2.86482], [-0.07203, -1.06743, -3.16480], [1.41560, 5.76246, -0.37470], [1.82381, 4.62183, 0.53763], [2.47278, 3.65690, -0.43859], [3.04495, 4.44889, -1.48395], [2.56252, 5.79465, -1.36819], [1.27501, 6.71123, 0.14334], [0.48228, 5.51178, -0.88857], [2.56295, 4.97303, 1.26337], [0.99174, 4.17759, 1.08680], [1.73002, 2.98801, -0.89133], [3.25061, 3.04802, 0.02747], [3.38608, 6.41720, -1.00355], [2.25873, 6.16093, -2.35016]]
}

***

Q: Among the records above, which one has the highest charge?
A: C17H37N7OSn